C25H19BBrF3IrN5O2S as an isolated structure at a distorted geometry. Source: the Open Molecules 2025 dataset; level of theory: ωB97M-V/def2-TZVPD.

Geometry (Å):
Ir  1.90490  14.12978  9.64742
C  -0.66543  10.38919  6.34515
C  -0.43054  10.39412  7.70297
C  0.43185  11.37729  8.36182
C  0.82407  12.45975  7.41354
C  0.40679  12.50109  6.08741
C  -0.27714  11.47007  5.53344
N  1.22284  13.71863  7.87044
N  1.41795  14.68585  6.98170
C  1.74976  15.84817  7.54468
C  1.71715  16.97125  6.71008
C  1.82680  18.18946  7.29708
C  1.86753  18.29251  8.68950
C  1.85904  17.16254  9.44483
N  1.89029  15.95345  8.86546
H  -1.21628  9.57172  5.88196
H  -0.91203  9.65222  8.33957
H  1.27908  10.89883  8.86430
H  0.60800  13.42757  5.58311
H  -0.56714  11.47489  4.49177
H  1.52040  16.82821  5.65284
H  1.84417  19.05794  6.68397
H  1.85432  19.27190  9.17565
H  1.87477  17.24644  10.53147
F  -1.99559  10.59579  13.33890
C  -1.71545  11.22666  12.13225
F  -2.36861  12.44320  12.11739
F  -2.31482  10.45196  11.12945
C  -0.20161  11.37712  12.07851
C  0.72449  10.81489  12.98471
C  2.07847  11.05907  12.73247
C  2.51773  11.95326  11.78287
N  1.63857  12.49470  10.85580
C  0.31475  12.10879  11.00203
S  -0.63627  12.31470  9.55054
H  0.41485  10.21772  13.81849
H  2.82705  10.59416  13.36429
H  3.56462  12.21799  11.71595
B  6.05483  15.58124  8.62663
C  4.72479  14.89497  8.69046
N  3.71308  14.29357  8.77846
H  6.18767  16.49490  9.39273
H  6.38548  15.89979  7.49006
H  6.92109  14.82437  8.94964
Br  5.96147  14.19046  12.96790
C  4.59104  15.26381  13.71222
C  5.05310  15.80164  14.91034
C  4.26442  16.72110  15.61443
C  2.96611  17.00030  15.21517
C  2.45382  16.42297  14.08706
C  3.26330  15.56819  13.30418
C  2.50551  15.12002  12.10824
O  3.22734  14.49001  11.27510
O  1.30731  15.40567  11.94300
H  6.03888  15.56012  15.27956
H  4.67470  17.17334  16.49751
H  2.34662  17.68407  15.78549
H  1.43777  16.62819  13.75978

Cartesian forces (eV/Å) of the 6 atoms listed first:
Ir 1.260 -0.635 2.925
C -0.257 0.141 0.163
C -0.401 -0.984 -0.671
C 0.330 1.088 -1.040
C -0.783 0.580 -2.646
C 1.328 0.920 1.980

energy above the lowest of the compared OMol25 structures with the same formula, charge and spin = 84.28 kJ/mol
molar mass = 793.5 g mol⁻¹
net charge = +1
spin multiplicity = 6
orbital gap (alpha / beta) = 5.59 / 4.27 eV
calculated total energy = -130310.3205 eV

---

C46H42FN5O3PSSiV as an isolated structure at a distorted geometry. Source: the Open Molecules 2025 dataset; level of theory: ωB97M-V/def2-TZVPD.

Geometry (Å):
V  -0.05265  -0.81474  0.12157
C  -3.14778  -1.77708  2.90815
Si  -2.07766  -0.28222  2.52752
C  -3.00587  0.68186  1.23081
C  -2.01760  0.86268  4.00258
N  -0.42831  -0.70678  2.03635
C  0.44050  -1.16227  3.06682
C  0.00053  -1.76264  4.25664
C  0.87617  -2.16626  5.25605
C  2.24381  -2.00829  5.10305
C  2.72347  -1.45354  3.92404
C  1.82898  -1.06252  2.95575
F  2.32522  -0.53238  1.82368
H  -4.19861  -1.51880  2.73267
H  -3.06620  -2.11194  3.94745
H  -2.89858  -2.62813  2.26164
H  -4.07187  0.63606  1.48799
H  -2.89908  0.27675  0.22831
H  -2.70882  1.73587  1.22154
H  -3.03668  1.16460  4.27589
H  -1.45750  1.77046  3.75755
H  -1.55470  0.40950  4.88264
H  -1.05898  -1.93985  4.39203
H  0.47882  -2.61546  6.15970
H  2.92996  -2.31704  5.88102
H  3.78407  -1.32527  3.73942
N  -0.14011  2.76155  1.30011
C  -0.89717  3.66649  0.57374
C  -1.11775  4.93276  1.13725
C  -1.81248  5.91019  0.45713
C  -2.31806  5.65155  -0.81150
C  -2.11519  4.40242  -1.36857
C  -1.40939  3.38672  -0.70887
P  -1.16285  1.75798  -1.56672
C  -2.72273  1.66076  -2.55677
C  -3.94413  1.71665  -1.87333
C  -5.14846  1.61878  -2.55233
C  -5.15824  1.45452  -3.93357
C  -3.95641  1.39146  -4.61911
C  -2.74642  1.49300  -3.93791
C  0.09682  2.21800  -2.83642
C  0.64720  3.49053  -2.96185
C  1.65365  3.73520  -3.89282
C  2.11969  2.71530  -4.70778
C  1.58447  1.43914  -4.58231
C  0.59357  1.18999  -3.64510
H  -0.00592  2.96060  2.27461
H  -0.22952  1.78453  1.09552
H  -0.72264  5.13716  2.12870
H  -1.96515  6.87827  0.92043
H  -2.86311  6.41174  -1.35762
H  -2.50691  4.20371  -2.35808
H  -3.95750  1.86951  -0.80194
H  -6.08153  1.67420  -2.00268
H  -6.09805  1.37657  -4.46851
H  -3.94663  1.25322  -5.69467
H  -1.82838  1.42764  -4.50242
H  0.30788  4.29872  -2.32989
H  2.07677  4.73098  -3.97199
H  2.90305  2.90821  -5.43117
H  1.94539  0.62891  -5.20695
H  0.20437  0.18581  -3.53114
C  -0.66211  -6.32779  0.54620
C  0.09213  -6.14211  -0.60810
C  0.60748  -4.89576  -0.91637
C  0.37031  -3.82519  -0.05997
C  -0.38337  -4.00383  1.09049
C  -0.89714  -5.25552  1.39323
N  0.86619  -2.49584  -0.33741
N  1.76855  -2.43062  -1.20287
C  2.22314  -1.12596  -1.45777
C  3.33711  -0.99259  -2.28016
C  3.91096  0.25711  -2.41139
C  3.37938  1.33418  -1.70596
C  2.24126  1.18468  -0.91872
C  1.60510  -0.04985  -0.79914
H  -1.06633  -7.30521  0.78096
H  0.27158  -6.97256  -1.27993
H  1.17769  -4.73396  -1.81949
H  -0.54518  -3.16667  1.75694
H  -1.48583  -5.38964  2.29298
H  3.74007  -1.86700  -2.77937
H  4.77840  0.39590  -3.04564
H  3.85055  2.30802  -1.78390
H  1.85341  2.05431  -0.40147
O  -2.11219  -1.31580  -5.17626
S  -1.98141  -2.34457  -4.18761
O  -1.39950  -3.59673  -4.56925
N  -1.20060  -1.75029  -2.85905
C  -1.96960  -1.80353  -1.81545
O  -1.57875  -1.46370  -0.62741
C  -3.35089  -2.29972  -2.03346
C  -4.37470  -2.43239  -1.11648
C  -5.59622  -2.91034  -1.57845
C  -5.77145  -3.24267  -2.92055
C  -4.73493  -3.10416  -3.83698
C  -3.53182  -2.62715  -3.36214
H  -4.22499  -2.16214  -0.07740
H  -6.42210  -3.02467  -0.88748
H  -6.72953  -3.61892  -3.25499
H  -4.86527  -3.35482  -4.88363

Cartesian forces (eV/Å) of the 6 atoms listed first:
V 0.233 1.872 1.194
C -0.045 -0.261 0.043
Si 0.064 0.188 0.179
C 0.062 0.074 -0.134
C -0.010 -0.022 0.305
N 0.254 0.050 0.325

energy above the lowest of the compared OMol25 structures with the same formula, charge and spin = 73.65 kJ/mol
molar mass = 873.9 g mol⁻¹
net charge = 0
spin multiplicity = 3
orbital gap (alpha / beta) = 6.94 / 7.08 eV
calculated total energy = -118385.7016 eV

---

C16H15BCl3MoN10O6 as an isolated structure at a distorted geometry. Source: the Open Molecules 2025 dataset; level of theory: ωB97M-V/def2-TZVPD.

Geometry (Å):
Mo  0.78424  0.82402  -0.71156
C  -3.49449  0.77340  -1.13048
C  -2.22428  1.19442  -1.49910
N  -1.29968  0.51513  -0.81370
N  -1.95458  -0.32963  0.01662
C  -3.27960  -0.19194  -0.16718
B  -1.12855  -1.23806  0.95406
N  -0.26244  -0.36620  1.89409
C  -0.03708  -0.47257  3.21754
C  0.96162  0.41113  3.56889
C  1.32072  1.02561  2.37399
N  0.57657  0.55663  1.37123
N  -0.14768  -2.01671  0.04553
C  0.09106  -3.31310  -0.21884
C  1.10839  -3.40619  -1.14595
C  1.45334  -2.09176  -1.42292
N  0.69450  -1.25868  -0.70154
N  -2.07791  -2.05946  1.84634
C  -2.26245  -3.33374  2.12728
C  -3.24492  -3.41573  3.16238
C  -3.59074  -2.07425  3.44804
N  -2.93305  -1.28718  2.63821
H  -4.44151  1.11740  -1.50693
H  -1.94041  1.94559  -2.21736
H  -3.99486  -0.77521  0.38427
H  -0.58882  -1.15100  3.84584
H  1.38068  0.57543  4.54576
H  2.09269  1.75481  2.19161
H  -0.46274  -4.11056  0.23974
H  1.53435  -4.30364  -1.55857
H  2.20397  -1.71359  -2.09956
H  -1.74285  -4.13882  1.63634
H  -3.68201  -4.30837  3.58540
H  -4.30964  -1.69018  4.15399
C  1.86128  4.46097  0.78258
C  2.32788  3.60963  -0.33896
O  3.40960  3.45529  -0.78432
H  2.66718  4.58227  1.50097
H  0.96398  4.05926  1.24546
H  1.62076  5.44592  0.37527
Cl  0.72545  2.49277  -5.83924
C  0.98669  0.83309  -5.25922
Cl  2.57302  0.24231  -5.78429
Cl  -0.30505  -0.24087  -5.84490
C  0.92883  0.83994  -3.81715
N  0.86343  0.84777  -2.67403
O  4.83705  0.71416  -0.51429
N  3.80390  0.53256  -1.06662
O  3.60275  0.20887  -2.22571
O  2.67619  0.67248  -0.27298
O  1.29474  2.92451  -1.08323
O  0.06052  2.67208  -0.45275

Cartesian forces (eV/Å) of the 6 atoms listed first:
Mo 0.659 2.026 1.931
C -0.052 -0.112 0.068
C -0.022 -0.097 -0.040
N -0.792 -0.056 0.051
N -0.207 -0.285 0.217
C 0.032 0.136 -0.166

energy above the lowest of the compared OMol25 structures with the same formula, charge and spin = 51.36 kJ/mol
molar mass = 656.5 g mol⁻¹
net charge = +2
spin multiplicity = 4
orbital gap (alpha / beta) = 8.17 / 4.82 eV
calculated total energy = -84100.2825 eV

---

One molecule with the formula C3H3NO2 at a distorted geometry. Source: the Open Molecules 2025 dataset; level of theory: ωB97M-V/def2-TZVPD.

Geometry (Å):
O  -0.24126  1.54322  0.17323
C  0.20498  0.22357  0.36038
C  -0.94795  -0.78025  0.22813
O  -0.84422  -1.85035  -0.30750
C  1.31787  -0.15930  -0.52654
N  2.19210  -0.43546  -1.23111
H  -0.37225  1.69824  -0.77195
H  0.57941  0.17452  1.39080
H  -1.88868  -0.41419  0.68455

Cartesian forces (eV/Å) of the 6 atoms listed first:
O -0.012 0.029 -0.212
C 0.193 -0.167 0.080
C 0.032 -0.459 -0.136
O -0.126 0.549 0.302
C 0.947 -0.180 -0.734
N -0.938 0.308 0.727

energy above the lowest of the compared OMol25 structures with the same formula, charge and spin = 182.05 kJ/mol
molar mass = 85.1 g mol⁻¹
SMILES string = N#C[C@@H](O)C=O
net charge = 0
spin multiplicity = 1
orbital gap = 10.88 eV
calculated total energy = -8743.2443 eV

---

> The highest energy above the lowest of the compared OMol25 structures with the same formula, charge and spin belongs to which entry?

C3H3NO2